[1]
ORCA calculation (ωB97M-V/def2-TZVPD) on a 3-piece molecular cluster, C34H70N2O12P2S2 overall at a distorted geometry.

Geometry as XYZ:
```
122
Properties=species:S:1:pos:R:3:forces:R:3
C -1.46426 4.12882 0.42850 -0.35 0.53 -0.19
C -3.08247 4.05411 0.63189 0.95 -1.25 -0.69
C -3.45357 2.49096 0.90938 -0.37 1.57 0.53
C -3.17187 2.11431 2.44881 0.13 -0.03 -0.22
C -1.92670 1.13054 2.68163 -0.29 -0.01 0.61
C -1.92328 -0.18227 1.76330 0.24 0.06 0.65
C -3.24492 -1.05435 2.01920 0.19 -0.79 -0.04
C -3.70638 -1.96119 0.78118 -0.81 0.29 0.03
C -3.95567 -1.11283 -0.58576 1.05 -0.76 0.43
C -3.22270 -1.87295 -1.81686 -1.64 -0.28 0.31
C -3.91075 -1.49373 -3.21748 0.91 -0.93 -0.71
C -3.15248 -0.35449 -4.05904 -0.85 0.64 0.27
C -2.35082 0.71537 -3.16832 0.60 0.52 -1.55
C -2.26783 2.08139 -4.02588 -0.64 -0.04 0.29
C -1.85339 3.37171 -3.16797 0.55 0.87 -0.56
C -0.62840 4.18611 -3.86859 -0.33 -1.70 -0.37
C 0.69545 3.31577 -3.61352 0.86 0.90 0.44
C 1.99513 4.21542 -3.20953 -0.46 -0.97 0.38
C 2.99823 3.22968 -2.44825 0.75 -0.24 0.12
C 4.30128 3.92851 -1.82665 -0.05 -0.24 1.17
C 5.34305 2.81165 -1.25026 0.93 1.14 -2.39
C 6.41093 3.40121 -0.21908 0.04 0.29 0.52
C 6.61882 2.54908 1.11983 0.51 0.27 0.69
C 8.15528 2.58304 1.67561 -0.64 0.31 0.62
C 8.45416 1.11837 2.26218 -1.30 -0.26 -1.18
S 10.21913 0.83470 2.75326 -0.70 -1.60 1.03
C 10.17502 -0.84355 3.56338 1.33 -1.94 0.73
N 11.30341 -1.64705 3.91474 -5.09 2.32 -0.92
N 10.76698 -2.75881 4.50947 -5.06 0.44 0.14
C 9.34569 -2.67150 4.53713 4.90 1.15 -0.95
O 8.94822 -1.44456 3.91076 2.85 -1.16 0.69
O 4.61298 1.64448 -0.78953 -0.18 -0.54 -1.86
S 4.14113 0.71986 -2.13531 -1.79 -3.74 0.36
O 5.24468 -0.13511 -2.67683 -2.14 2.88 1.39
O 2.92149 -0.06758 -1.68684 3.40 2.87 -0.91
C 3.52623 1.99894 -3.37120 0.21 0.84 1.05
H -1.02539 3.10996 0.13012 -0.72 1.40 0.63
H -0.94426 4.50387 1.38166 -0.65 -0.57 -1.51
H -1.23593 4.82969 -0.45965 -0.17 -0.86 1.57
H -3.55576 4.36126 -0.37253 0.54 -0.30 1.67
H -3.43265 4.73125 1.49157 0.47 -1.00 -1.42
H -4.57253 2.38325 0.71415 1.50 -0.17 0.06
H -2.83706 1.88809 0.16547 -1.01 0.61 1.05
H -2.95398 3.09575 3.00860 -0.36 -1.47 -0.70
H -4.12806 1.66963 2.90346 1.47 0.61 -0.64
H -1.99327 0.77115 3.77717 0.20 0.58 -1.58
H -0.96299 1.75546 2.60128 -1.30 -1.13 -0.10
H -1.02941 -0.83944 2.07675 -1.23 1.08 -0.57
H -1.74169 0.10920 0.67478 -0.44 -0.49 1.34
H -3.00250 -1.77249 2.89008 -0.49 1.15 -1.23
H -4.14446 -0.44338 2.36497 1.31 -0.64 -0.59
H -4.73115 -2.40716 1.05613 1.64 0.50 -0.21
H -2.99835 -2.85766 0.61123 -0.88 1.58 0.17
H -3.56043 -0.05281 -0.43632 -0.55 -1.43 -0.34
H -5.07526 -1.03656 -0.77950 1.45 -0.15 0.12
H -2.08969 -1.75865 -1.80273 -1.48 0.10 -0.07
H -3.43593 -2.99602 -1.64195 0.39 1.69 -0.26
H -5.02553 -1.25281 -3.08844 1.72 -0.17 0.03
H -3.88107 -2.45285 -3.86235 -0.16 1.47 0.90
H -3.97430 0.24435 -4.60939 1.30 -0.97 0.68
H -2.46607 -0.78679 -4.87806 -0.97 0.57 1.42
H -1.26330 0.35414 -3.05170 -1.67 0.47 0.33
H -2.83279 0.95704 -2.16618 0.60 -0.57 -1.30
H -1.59970 1.92418 -4.94922 -0.80 0.29 1.44
H -3.32077 2.28241 -4.43664 1.47 -0.30 0.50
H -1.53015 3.09064 -2.09932 -0.61 0.39 -1.63
H -2.72933 4.10697 -3.11381 1.03 -1.20 0.12
H -0.82955 4.16969 -5.00371 0.21 0.40 1.72
H -0.55088 5.26171 -3.50354 0.01 -1.47 -0.37
H 1.01522 2.69265 -4.53103 -0.85 0.88 1.44
H 0.50496 2.61802 -2.71265 0.30 0.90 -1.53
H 1.69481 5.04970 -2.47385 0.42 -1.25 -1.13
H 2.45395 4.69047 -4.13894 -0.46 -0.61 1.25
H 2.43689 2.74091 -1.56896 0.67 0.82 -1.38
H 4.83906 4.59267 -2.58525 -0.69 -0.93 0.98
H 4.01420 4.57511 -0.91296 0.21 -0.83 -1.56
H 5.94084 2.47269 -2.18217 -0.69 0.40 1.50
H 7.43883 3.54573 -0.72026 -1.72 -0.44 0.48
H 6.07532 4.46693 0.07011 0.45 -1.66 -0.39
H 5.96486 3.02198 1.94101 0.86 -0.96 -1.25
H 6.34599 1.44553 1.03761 0.06 1.60 -0.28
H 8.89059 2.92239 0.86898 -0.96 -0.68 1.08
H 8.16286 3.36361 2.52682 0.36 -1.26 -1.33
H 7.68892 0.92954 3.08804 1.35 0.15 -0.89
H 8.22613 0.38043 1.40620 0.34 1.03 1.38
H 8.65233 -3.45513 4.97883 0.84 1.61 -0.93
H 2.69376 1.48369 -3.94744 1.31 0.51 0.79
H 4.42270 2.31226 -3.99863 -1.30 -0.52 0.61
C -8.72636 -2.68578 2.02497 -0.05 -0.24 -0.59
O -8.74343 -2.20185 3.36389 0.44 0.09 0.45
P -7.33282 -1.76756 3.99838 0.53 0.09 -0.14
O -6.15198 -2.08441 3.16764 -1.07 0.38 0.54
O -7.35320 -2.46999 5.43709 -0.13 0.86 -0.41
C -7.26065 -3.88770 5.45052 0.04 -0.62 0.00
O -7.52721 -0.21721 4.33176 0.49 -1.00 -0.24
C -8.52050 0.15633 5.27653 -0.43 0.24 0.51
H -8.17284 -3.62579 1.97647 0.02 0.13 -0.10
H -9.75390 -2.86681 1.70770 0.03 0.10 0.22
H -8.27311 -1.95091 1.35706 0.02 -0.13 0.02
H -6.40141 -4.22326 4.86607 -0.05 0.04 0.01
H -8.17701 -4.32513 5.04716 0.05 0.00 0.00
H -7.13655 -4.21812 6.48193 -0.03 0.20 -0.07
H -8.15509 -0.02719 6.28872 -0.07 -0.03 -0.07
H -9.44954 -0.39456 5.11398 0.06 0.02 0.00
H -8.72171 1.22229 5.16458 0.14 -0.11 -0.14
C 3.45591 -3.10852 -1.28133 0.44 0.58 0.06
O 2.66226 -4.21441 -1.70868 -0.09 -0.88 0.19
P 2.67444 -5.52264 -0.77869 0.28 0.16 0.49
O 3.64842 -5.49059 0.33284 -0.91 0.05 -0.83
O 2.89185 -6.71114 -1.83120 -0.68 0.30 0.47
C 4.16635 -6.77835 -2.45392 0.51 0.00 -0.25
O 1.14786 -5.68771 -0.33412 1.06 -0.14 -0.02
C 0.16912 -5.91981 -1.33647 -0.49 -0.16 -0.42
H 4.51334 -3.38054 -1.30959 -0.08 0.05 0.13
H 3.29019 -2.27449 -1.96026 -0.15 -0.29 0.03
H 3.17533 -2.80175 -0.27224 0.09 -0.01 -0.08
H 4.96162 -6.77068 -1.70563 -0.05 0.03 -0.02
H 4.29240 -5.93530 -3.13738 0.03 -0.02 0.04
H 4.22651 -7.70615 -3.02342 -0.17 0.07 0.11
H 0.20255 -6.96496 -1.65057 0.02 0.09 -0.04
H 0.32436 -5.26959 -2.20037 0.01 -0.03 0.05
H -0.81503 -5.71200 -0.91460 0.18 0.04 0.11
```
Positions in Å, forces in eV/Å.

For the total energy, the calculation gives -3828.83794 Eh. Its SMILES is CCCCCCCCCCCCCCCCCC[C@@H]1C[C@@H](CCCCSc2nnco2)OS(=O)(=O)C1.COP(=O)(OC)OC.COP(=O)(OC)OC. As for the gap between HOMO and LUMO: 0.330 Ha.

Atomic partial charges in e from the Löwdin method, atoms 1 to 8: number 1, C, carries -0.138; number 2, C, carries -0.233; number 3, C, carries -0.213; number 4, C, carries -0.206; number 5, C, carries -0.214; number 6, C, carries -0.207; number 7, C, carries -0.209; number 8, C, carries -0.198


[2]
ORCA calculation (ωB97M-V/def2-TZVPD) on a 11-piece molecular cluster, C34H70N2O13PS2 overall at a distorted geometry.

Geometry as XYZ:
```
122
Properties=species:S:1:pos:R:3:forces:R:3
N 4.27201 -0.41769 1.13369 -2.39 0.83 -2.44
P 3.65473 -0.61778 -0.38415 3.66 0.14 4.62
N 2.46549 0.69092 -0.66022 -0.87 2.07 -2.84
C 2.42563 1.65013 -1.68028 -1.77 -0.90 3.09
S 0.91927 2.76960 -1.32079 2.58 -0.24 -0.36
C 1.15693 2.46770 0.51441 1.31 -2.20 1.58
O 0.18738 2.99461 1.48714 2.68 -2.22 -1.01
C 1.32755 0.81294 0.37499 -1.71 -0.01 1.19
C 0.04589 -0.05640 -0.18800 0.71 -1.60 -1.41
S -1.58127 0.30429 0.66851 -1.38 5.83 4.64
O -1.27157 0.29736 2.21633 -0.62 -0.76 -5.64
O -2.23839 1.66858 0.22263 2.72 -5.35 0.65
H 3.81594 0.41240 1.58928 0.87 -1.06 -0.33
H 3.09728 -1.94539 -0.42913 -0.22 0.95 -1.02
H 4.78658 -0.46186 -1.28852 -1.66 -0.13 -0.26
H 3.20234 1.77907 -2.57721 -1.93 -0.59 2.07
H 2.24511 2.77520 0.82553 -1.98 -0.12 -0.78
H 0.49195 2.60134 2.37926 -0.79 0.77 -1.86
H 1.52359 0.29981 1.41507 0.38 1.17 -2.17
H 0.29621 -1.20150 0.03424 -0.68 2.43 -0.31
H -0.10701 0.01017 -1.35446 0.19 0.16 2.37
H -2.53498 -0.68663 0.36701 1.19 0.36 -0.07
C -6.35556 -2.00183 0.14185 0.40 -0.38 -0.25
C -5.87487 -1.44333 -1.17078 0.84 -0.67 -0.53
O -4.94961 -1.96885 -1.78778 -0.81 0.68 0.66
C -6.56974 -0.21712 -1.69921 0.31 0.05 -0.48
H -5.76259 -2.88585 0.39907 -0.19 0.30 -0.03
H -6.23151 -1.25570 0.93080 -0.21 -0.10 -0.02
H -7.40468 -2.29657 0.05823 -0.02 0.21 0.11
H -6.45529 0.60851 -0.99240 -0.23 -0.07 0.02
H -7.62837 -0.43232 -1.86486 0.02 0.14 0.19
H -6.11761 0.07333 -2.65353 -0.10 -0.07 0.20
C -5.21553 -4.57266 4.44141 0.01 -0.06 -0.79
C -5.35384 -3.17079 3.91073 0.27 -0.02 -1.19
O -5.20386 -2.92289 2.71532 -0.08 -0.12 1.29
C -5.68257 -2.08407 4.89899 -0.04 0.39 -0.37
H -4.97724 -5.25142 3.61573 0.01 0.21 0.07
H -4.40518 -4.61446 5.17362 -0.30 -0.02 0.16
H -6.15651 -4.89213 4.89639 0.39 0.12 0.12
H -4.89314 -2.01493 5.65157 -0.21 -0.12 0.11
H -6.64433 -2.29264 5.37435 0.20 -0.08 0.18
H -5.75153 -1.12515 4.37436 0.03 -0.20 0.08
C -2.03246 4.98027 1.55848 -0.04 0.28 -0.29
C -2.21915 6.38635 2.06255 -0.31 1.21 -1.10
O -2.40157 7.32365 1.28722 0.29 -1.16 0.96
C -2.17391 6.60134 3.55165 -0.09 0.51 -0.01
H -2.08901 4.97628 0.46484 -0.01 0.00 0.22
H -1.05107 4.60496 1.85939 -0.43 0.07 0.10
H -2.82321 4.33654 1.95197 0.21 -0.10 0.07
H -1.19893 6.29829 3.94142 -0.14 -0.16 0.08
H -2.97094 6.02985 4.03395 0.20 -0.10 0.05
H -2.32349 7.66418 3.76959 0.03 -0.25 -0.07
C -5.93246 -7.55050 7.24694 -0.12 0.10 -0.56
C -6.11915 -6.14442 7.75101 -0.19 1.06 -0.57
O -6.30157 -5.20712 6.97568 -0.01 -1.11 1.16
C -6.07391 -5.92944 9.24011 -0.18 0.65 -0.10
H -5.98901 -7.55448 6.15330 0.04 0.04 0.21
H -4.95107 -7.92581 7.54786 -0.16 -0.11 0.15
H -6.72321 -8.19422 7.64043 0.23 -0.01 0.17
H -5.09893 -6.23248 9.62989 -0.15 -0.20 0.09
H -6.87094 -6.50092 9.72241 0.37 -0.02 -0.04
H -6.22349 -4.86659 9.45805 0.10 -0.18 -0.13
C 4.47397 -2.97350 -4.88496 0.01 0.49 0.78
C 4.51352 -3.44734 -3.45671 0.06 0.40 0.27
O 4.59785 -2.65199 -2.52222 -0.25 -0.45 -0.49
C 4.44603 -4.93165 -3.21600 0.05 0.13 0.66
H 4.53072 -1.88007 -4.90629 0.01 -0.51 0.02
H 5.32724 -3.37888 -5.43464 -0.22 -0.03 -0.08
H 3.53682 -3.28432 -5.35363 0.19 -0.12 -0.11
H 5.29795 -5.42431 -3.69125 -0.20 -0.03 -0.13
H 3.50766 -5.32972 -3.61029 0.18 -0.05 -0.17
H 4.48448 -5.12676 -2.13898 0.01 0.02 -0.23
C 6.35496 0.16967 -8.01739 -0.06 -0.35 0.44
C 4.95250 -0.31285 -7.75997 0.06 -0.80 0.73
O 4.71308 -1.14067 -6.88227 0.15 1.07 -1.15
C 3.85446 0.25640 -8.61783 -0.39 -0.28 0.26
H 7.04241 -0.32633 -7.32410 -0.16 0.06 -0.14
H 6.65095 -0.07723 -9.04012 -0.03 0.27 0.01
H 6.41223 1.24889 -7.85458 0.08 -0.09 -0.33
H 4.03895 0.01342 -9.66725 0.05 0.24 0.04
H 3.80030 1.33946 -8.48179 0.12 -0.04 -0.23
H 2.89641 -0.18264 -8.31967 0.21 0.07 -0.06
C -6.83246 -10.83621 10.50168 -0.03 0.15 -0.50
C -7.01915 -9.43014 11.00575 -0.22 1.03 -0.86
O -7.20157 -8.49283 10.23042 0.10 -1.37 0.98
C -6.97391 -9.21515 12.49485 -0.08 0.52 -0.05
H -6.88901 -10.84020 9.40804 0.01 0.01 0.24
H -5.85107 -11.21152 10.80260 -0.16 -0.11 0.13
H -7.62321 -11.47994 10.89517 0.20 -0.05 0.11
H -5.99893 -9.51820 12.88463 -0.15 -0.17 0.06
H -7.77094 -9.78663 12.97715 0.20 -0.10 0.04
H -7.12349 -8.15230 12.71279 0.03 -0.24 -0.07
C 1.74445 7.41527 -4.42881 0.33 -0.23 -0.29
C 0.90188 6.18807 -4.20509 0.32 -1.25 -0.48
O 1.24943 5.08832 -4.63257 -0.27 1.12 0.60
C -0.38219 6.35836 -3.43840 -0.06 -0.49 -0.04
H 2.64044 7.14188 -4.99602 -0.30 0.06 0.06
H 1.17936 8.15441 -5.00229 0.03 0.07 0.23
H 2.05318 7.83414 -3.46770 -0.18 0.17 -0.07
H -1.04204 7.05035 -3.96764 0.07 0.10 0.22
H -0.16824 6.73013 -2.43318 -0.12 0.22 -0.11
H -0.88569 5.38940 -3.35395 0.10 0.21 -0.06
C 8.40814 3.46272 -6.04334 -0.10 -0.54 -0.16
C 7.73591 3.96794 -7.29187 -0.29 -0.95 -0.82
O 7.34767 3.19424 -8.16573 0.34 1.00 0.93
C 7.55717 5.45610 -7.43000 -0.25 -0.01 -0.50
H 8.46879 2.36993 -6.08061 0.04 0.20 -0.10
H 9.42132 3.86726 -5.97722 -0.12 0.11 0.16
H 7.82513 3.75093 -5.16496 0.34 0.08 -0.23
H 8.53231 5.94950 -7.42567 -0.10 0.04 0.21
H 6.93626 5.83314 -6.61344 0.24 0.04 0.08
H 7.05787 5.67505 -8.37988 0.12 -0.07 0.19
C 6.67224 6.77211 -2.25787 0.51 -0.14 -0.09
C 6.23383 5.73869 -3.26078 1.04 -0.78 -0.54
O 7.04782 5.00334 -3.81724 -1.20 1.04 0.90
C 4.76130 5.63983 -3.55665 0.12 -0.42 -0.38
H 7.76065 6.72929 -2.14478 -0.26 0.00 -0.04
H 6.39587 7.77001 -2.60768 -0.14 -0.05 0.18
H 6.21150 6.56754 -1.28814 -0.11 0.19 -0.08
H 4.39973 6.58716 -3.96429 -0.03 -0.09 0.26
H 4.21541 5.38481 -2.64481 -0.08 0.26 -0.01
H 4.59224 4.85189 -4.29832 0.01 0.19 0.12
```
Positions in Å, forces in eV/Å.

For the total energy, the calculation gives -3562.31620 Eh. The net charge is +1. As for the gap between HOMO and LUMO: 0.187 Ha.

Atomic partial charges in e from the Löwdin method, atoms 1 to 8: number 1, N, carries -0.302; number 2, P, carries 0.806; number 3, N, carries -0.274; number 4, C, carries -0.153; number 5, S, carries 1.000; number 6, C, carries -0.485; number 7, O, carries -0.104; number 8, C, carries -0.316